1.
This record from the Open Molecules 2025 dataset describes a molecular structure, C10H38B2BaF2NO14S2 at a distorted geometry. The level of theory is the ωB97M-V functional and the def2-TZVPD basis.

Geometry (Å):
Ba (-9.8123, -9.4561, 9.0597)
B (-9.6827, -12.1682, 8.9747)
H (-8.9506, -11.6822, 8.3485)
H (-9.3798, -12.1247, 10.0094)
H (-10.6359, -11.6666, 8.9108)
H (-9.9022, -13.1657, 8.6269)
B (-12.4290, -9.7929, 10.2524)
H (-13.0400, -10.6816, 10.2860)
H (-12.2434, -9.6072, 9.2058)
H (-12.9537, -9.0286, 10.8045)
H (-11.5645, -10.0084, 10.8610)
N (-8.0702, -8.8885, 7.2194)
S (-7.7073, -7.5878, 6.5218)
O (-8.4751, -7.1774, 5.3701)
O (-6.3167, -7.1289, 6.5984)
F (-8.3146, -6.6013, 7.6764)
S (-7.9434, -9.9053, 5.8263)
O (-6.8845, -9.6777, 4.8723)
O (-9.1507, -10.4910, 5.1870)
F (-7.3688, -11.3020, 6.6120)
C (-9.7054, -13.7206, 5.1642)
C (-10.9654, -13.7301, 6.0006)
O (-11.3554, -12.4921, 6.5292)
O (-10.0172, -12.9108, 4.0899)
H (-9.4318, -14.7331, 4.8674)
H (-8.8482, -13.3331, 5.7147)
H (-10.7181, -14.4217, 6.8059)
H (-11.7976, -14.1550, 5.4393)
H (-10.7740, -12.4151, 7.2892)
H (-9.9881, -12.0021, 4.3984)
C (-5.5714, -9.5247, 9.4525)
C (-4.6691, -10.3818, 8.4942)
O (-4.6812, -9.9962, 7.1239)
O (-6.9379, -9.8366, 9.3350)
H (-5.5084, -8.4463, 9.3071)
H (-5.1790, -9.6993, 10.4543)
H (-4.9288, -11.4404, 8.4947)
H (-3.6399, -10.2894, 8.8413)
H (-4.2714, -10.6989, 6.6141)
H (-7.1558, -9.3896, 8.5139)
C (-8.2611, -8.6457, 12.0793)
C (-8.8681, -7.2737, 11.8390)
O (-8.8973, -6.9862, 10.4847)
O (-8.9886, -9.7757, 11.6280)
H (-8.0979, -8.8000, 13.1459)
H (-7.3074, -8.5607, 11.5584)
H (-8.3969, -6.4952, 12.4391)
H (-9.8748, -7.2245, 12.2540)
H (-9.1857, -6.0938, 10.2798)
H (-8.4936, -10.4487, 12.1009)
C (-5.9251, -13.7939, 10.1532)
C (-6.7336, -14.3203, 9.0110)
O (-7.9741, -14.7783, 9.3918)
O (-6.5544, -12.6662, 10.7332)
H (-4.9314, -13.4383, 9.8807)
H (-5.9176, -14.5194, 10.9666)
H (-6.2153, -15.1991, 8.6276)
H (-6.8617, -13.6284, 8.1785)
H (-8.6093, -14.0637, 9.3061)
H (-7.2059, -12.3328, 10.1119)
C (-12.1059, -15.9085, 10.5929)
C (-11.4591, -14.5206, 10.7474)
O (-12.1596, -13.6084, 9.8512)
O (-13.5184, -16.0002, 11.0898)
H (-11.4265, -16.6066, 11.0819)
H (-12.1465, -16.2175, 9.5484)
H (-10.4134, -14.5642, 10.4428)
H (-11.5191, -14.2515, 11.8020)
H (-11.4480, -13.1566, 9.3916)
H (-13.5430, -15.4366, 11.8665)

Results
Net charge   -1
Highest occupied orbital energy   -6.5 eV
LUMO level   1.7 eV
Molar mass   657.5 g mol⁻¹

Results of the Löwdin charge analysis, in e, for atoms 1 through 5:
1 Ba 2.030
2 B -0.591
3 H -0.067
4 H 0.005
5 H -0.082

2.
This record from the Open Molecules 2025 dataset describes a single C4H7NO molecule. The level of theory is the ωB97M-V functional and the def2-TZVPD basis.

Geometry (Å):
C (0.9084, -0.4598, 1.3882)
N (0.1159, -0.1129, 0.2377)
C (0.5038, 0.7622, -0.8214)
C (-1.6805, 0.3258, -1.1118)
C (-1.1794, -0.4902, 0.0099)
O (-1.8565, -1.2918, 0.6292)
H (1.1756, 0.4346, 1.9655)
H (0.2957, -1.1180, 2.0094)
H (1.8256, -0.9888, 1.1055)
H (1.0216, 0.2847, -1.6598)
H (1.0454, 1.6520, -0.4797)
H (-0.5113, 1.2286, -1.2091)
H (-1.6646, -0.2263, -2.0636)

Results
Highest occupied orbital energy   -9.2 eV
LUMO level   -0.3 eV
Molar mass   85.1 g mol⁻¹
Relative energy (zero: lowest compared OMol25 entry of this formula, charge and spin)   104.33 kcal/mol

Results of the natural (NBO) charge analysis, in e, for atoms 1 through 5:
1 C -0.413
2 N -0.450
3 C -0.303
4 C -0.226
5 C 0.546

3.
This record from the Open Molecules 2025 dataset describes 2 unconnected molecules or ions with the total composition C3H8BF5NO2S2. The level of theory is the ωB97M-V functional and the def2-TZVPD basis.

Geometry (Å):
O (-1.1791, -1.4050, -0.8247)
S (-0.7718, -0.0569, -0.7396)
O (-0.2679, 0.6790, -1.8429)
F (-1.9669, 0.7540, -0.1519)
N (0.2795, 0.1630, 0.5050)
C (1.7014, 0.1030, 0.1615)
C (2.5504, 0.5695, 1.3318)
C (2.0953, 1.9117, 1.9152)
S (1.2018, 1.8091, 3.4961)
H (0.0219, -0.4387, 1.2801)
H (1.8543, 0.7412, -0.7069)
H (2.0074, -0.9113, -0.1199)
H (2.5202, -0.1989, 2.1092)
H (3.5839, 0.6462, 0.9914)
H (2.9475, 2.5719, 2.0637)
H (1.4099, 2.3992, 1.2208)
H (1.6288, 0.5966, 3.8612)
B (-3.9197, -1.9889, -2.9101)
F (-5.1175, -2.2820, -3.6003)
F (-2.8787, -2.7923, -3.4133)
F (-3.5968, -0.6241, -3.0906)
F (-4.1039, -2.2462, -1.5356)

Results
Net charge   -1
Highest occupied orbital energy   -7.2 eV
LUMO level   2.2 eV
Molar mass   260.0 g mol⁻¹

Results of the natural (NBO) charge analysis, in e, for atoms 1 through 5:
1 O -0.864
2 S 2.541
3 O -0.916
4 F -0.467
5 N -0.885

4.
This record from the Open Molecules 2025 dataset describes a single C3H4Br2 molecule at a distorted geometry. The level of theory is the ωB97M-V functional and the def2-TZVPD basis.

Geometry (Å):
Br (1.0953, 1.4690, 1.5838)
C (0.2737, 0.0690, 0.6808)
Br (-0.0696, -1.7073, 1.9341)
C (-0.7994, 0.3055, -0.2858)
C (0.5151, -0.2752, -0.7326)
H (-1.0688, 1.4446, -0.5021)
H (-1.7010, -0.2806, -0.2717)
H (0.4814, -1.2322, -0.8827)
H (1.2733, 0.2072, -1.5237)

Results
Highest occupied orbital energy   -10.2 eV
LUMO level   -0.3 eV
Molar mass   199.9 g mol⁻¹
Relative energy (zero: lowest compared OMol25 entry of this formula, charge and spin)   26.64 kcal/mol

Results of the natural (NBO) charge analysis, in e, for atoms 1 through 5:
1 Br 0.141
2 C -0.085
3 Br -0.089
4 C -0.466
5 C -0.445

| no. | gap between HOMO and LUMO (eV) |
| --- | --- |
| 1 | 8.24 |
| 2 | 8.88 |
| 3 | 9.46 |
| 4 | 9.90 |